Record 1
Computed, not measured: an isolated molecule of C23H28N4O2S, with wB97M-V/def2-TZVPD.

Structure (XYZ):
```
58
Properties=species:S:1:pos:R:3:mulliken_charge:R:1
C 1.080 1.227 -5.149 -0.80
O 1.291 0.917 -3.954 -0.25
C 0.908 -0.415 -3.596 0.38
C -0.593 -0.816 -3.531 -0.01
O -1.235 -1.696 -4.067 -0.63
N -1.288 0.229 -2.925 0.19
C -2.513 0.266 -2.739 0.28
C -3.718 -0.001 -3.296 -0.64
C -4.710 0.189 -2.294 -0.39
N -4.130 0.005 -1.040 -1.27
N -2.821 0.160 -1.317 1.15
C -1.971 0.134 -0.110 0.87
C -1.718 1.936 0.304 -1.38
C -0.966 1.771 1.487 -0.39
N -1.580 0.901 2.670 -0.18
C -0.812 1.057 3.939 -1.66
C 0.704 0.693 3.884 0.73
C 1.936 1.411 3.363 -0.77
C 3.071 1.009 3.460 -1.03
C 2.925 -0.730 3.873 0.51
C 4.207 -1.579 4.055 -1.11
S 1.360 -0.949 4.174 -0.13
C -1.319 -0.516 2.013 -0.39
C -2.464 -0.721 1.059 -1.16
C 1.209 -0.684 -2.120 -0.67
C 1.141 -2.239 -1.702 -0.64
C 1.370 -2.738 -0.348 -1.69
C 1.953 -1.562 0.441 -0.09
C 2.112 -0.262 0.108 -0.44
C 1.704 0.076 -1.231 0.74
H 1.708 0.744 -5.905 0.29
H 0.057 1.264 -5.411 0.34
H 1.420 2.306 -5.075 0.27
H 1.465 -1.317 -4.365 0.28
H -0.804 0.944 -2.669 0.22
H -3.979 -0.008 -4.392 0.33
H -5.812 0.120 -2.666 0.29
H -0.976 0.042 -0.564 -0.74
H -2.810 1.976 0.823 0.30
H -1.543 2.472 -0.425 0.97
H -0.135 1.501 1.160 0.26
H -0.824 2.852 1.924 0.30
H -1.334 0.388 4.479 0.53
H -0.979 2.030 4.163 0.61
H 1.775 2.588 3.298 0.19
H 3.858 1.341 3.370 1.20
H 3.775 -2.445 3.308 0.21
H 5.087 -1.240 3.863 0.47
H 4.113 -1.854 5.126 0.28
H -0.442 -0.725 1.799 0.28
H -1.752 -1.185 2.895 0.39
H -2.544 -1.708 0.592 0.44
H -3.336 -0.306 1.232 0.57
H 0.887 -2.799 -2.520 0.60
H 1.423 -3.697 -0.270 0.80
H 1.966 -1.834 1.500 0.19
H 2.535 0.450 0.852 0.47
H 2.067 1.024 -1.533 0.53
```

Its multiplicity is 1. As for the max |F|: 16.6 eV Å⁻¹. As for the structure (SMILES): CO[C@H](C(=O)Nc1ccnn1C1CCN(Cc2ccc(C)s2)CC1)c1ccccc1. The value obtained for the LUMO energy is 0.0145 hartree. The calculation puts the relative energy (zero: lowest compared OMol25 entry of this formula, charge and spin) at 21.632 eV.

---

Record 2
Computed, not measured: an isolated molecule of C23H28N4O4S, with wB97M-V/def2-TZVPD.

Structure (XYZ):
```
60
Properties=species:S:1:pos:R:3:mulliken_charge:R:1
C -2.086 -1.540 -2.455 -0.70
C -2.144 -3.030 -2.134 -0.75
C -2.775 -3.327 -0.770 -0.35
C -1.766 -3.348 0.381 -1.65
N -1.036 -2.106 0.554 0.10
C -1.589 -1.035 1.186 0.26
S -3.258 -1.157 1.739 -0.16
C -3.361 0.420 2.622 -0.64
C -3.021 1.650 1.783 0.53
O -2.511 2.623 2.288 -0.67
N -3.455 1.601 0.507 -0.03
C -3.209 2.679 -0.431 -1.19
C -2.241 2.296 -1.501 0.40
C -0.878 2.259 -1.521 -0.06
C -0.512 1.800 -2.809 -0.54
C -1.678 1.596 -3.477 -0.73
O -2.731 1.887 -2.695 -0.40
N -1.004 0.079 1.426 -0.16
C 0.285 0.241 1.013 -0.13
C 0.957 1.440 1.273 -1.55
C 2.246 1.612 0.838 0.03
C 2.940 0.601 0.136 1.30
N 4.213 0.858 -0.342 -0.01
C 4.881 -0.083 -1.220 -0.99
C 5.699 -1.100 -0.414 -0.39
O 6.640 -0.437 0.404 -0.42
C 6.007 0.474 1.273 -0.56
C 5.193 1.521 0.497 -0.66
C 2.266 -0.590 -0.114 0.01
C 0.955 -0.775 0.317 -0.66
C 0.281 -2.045 0.076 0.33
O 0.782 -3.006 -0.475 -0.71
H -1.469 -0.997 -1.743 -0.05
H -3.086 -1.108 -2.444 0.32
H -1.659 -1.387 -3.443 0.41
H -1.136 -3.447 -2.165 0.30
H -2.732 -3.524 -2.911 0.45
H -3.237 -4.316 -0.789 0.40
H -3.562 -2.601 -0.560 0.28
H -2.285 -3.575 1.317 0.56
H -1.011 -4.115 0.187 0.51
H -2.690 0.388 3.479 0.34
H -4.394 0.491 2.968 0.47
H -3.803 0.728 0.137 0.23
H -2.810 3.507 0.159 0.43
H -4.156 2.974 -0.895 0.30
H -0.221 2.525 -0.720 0.76
H 0.481 1.648 -3.179 0.45
H -1.888 1.262 -4.474 0.56
H 0.431 2.216 1.806 0.46
H 2.729 2.560 1.019 0.48
H 4.160 -0.579 -1.866 0.49
H 5.568 0.496 -1.847 0.40
H 6.275 -1.752 -1.073 0.37
H 5.028 -1.711 0.209 0.31
H 6.803 0.949 1.848 0.40
H 5.334 -0.067 1.959 0.29
H 4.716 2.199 1.200 0.31
H 5.866 2.094 -0.151 0.33
H 2.725 -1.419 -0.630 0.62
```

Its multiplicity is 1. As for the max |F|: 0.9 eV Å⁻¹. As for the structure (SMILES): CCCCn1c(SCC(=O)NCc2ccco2)nc2ccc(N3CCOCC3)cc2c1=O. The value obtained for the LUMO energy is 0.0178 hartree. The calculation puts the relative energy (zero: lowest compared OMol25 entry of this formula, charge and spin) at 2.411 eV.

---

Record 3
Computed, not measured: an isolated molecule of C23H28N4O4S2, with wB97M-V/def2-TZVPD.

Structure (XYZ):
```
61
Properties=species:S:1:pos:R:3:mulliken_charge:R:1
C -2.557 1.387 -0.337 -0.44
C -3.543 0.776 0.288 -0.07
C -3.865 -0.693 0.185 -1.15
N -2.932 -1.416 -0.634 0.17
C -3.063 -1.626 -1.990 0.38
C -4.275 -1.214 -2.747 -1.77
C -1.932 -2.237 -2.438 -1.01
C -1.047 -2.373 -1.326 1.48
C 0.313 -2.834 -1.301 0.49
O 1.073 -2.677 -0.358 -0.64
C 0.852 -3.628 -2.494 -0.81
S 0.741 -2.926 -4.179 -0.27
C 0.896 -1.234 -3.916 0.63
N 0.921 -0.333 -4.856 -0.80
N 0.990 0.855 -4.243 -0.25
C 1.004 0.643 -2.962 -0.07
C 1.036 1.633 -1.914 0.31
C 1.143 2.983 -2.257 -0.86
C 1.155 3.949 -1.270 -0.84
C 1.057 3.578 0.064 -0.33
C 0.948 2.240 0.393 0.33
S 0.825 1.751 2.116 1.25
O 0.882 2.941 2.915 -0.77
O -0.325 0.901 2.255 -0.73
N 2.192 0.856 2.313 0.43
C 2.133 -0.575 2.521 0.10
C 1.554 -0.975 3.876 -1.26
C 3.406 1.599 2.548 -0.57
C 3.683 1.883 4.022 -1.19
C 0.939 1.258 -0.575 -0.38
O 0.951 -0.690 -2.684 0.04
C -1.723 -1.852 -0.217 0.18
C -1.321 -1.847 1.207 -1.72
H -2.373 2.439 -0.212 0.34
H -1.880 0.867 -0.995 -0.10
H -4.205 1.322 0.946 0.42
H -3.864 -1.119 1.193 0.39
H -4.872 -0.816 -0.226 0.52
H -5.158 -1.755 -2.405 0.32
H -4.460 -0.145 -2.632 0.33
H -4.129 -1.429 -3.801 0.40
H -1.750 -2.538 -3.449 0.58
H 0.301 -4.567 -2.569 0.43
H 1.905 -3.842 -2.300 0.48
H 1.212 3.243 -3.302 0.54
H 1.239 4.991 -1.535 0.43
H 1.055 4.305 0.861 0.60
H 3.147 -0.966 2.409 0.50
H 1.517 -1.005 1.728 -0.38
H 0.552 -0.569 3.973 0.30
H 2.165 -0.599 4.692 0.32
H 1.506 -2.059 3.944 0.43
H 3.291 2.546 2.016 0.24
H 4.241 1.050 2.099 0.47
H 4.556 2.525 4.115 0.42
H 3.872 0.961 4.566 0.28
H 2.824 2.387 4.455 0.30
H 0.851 0.220 -0.293 0.41
H -0.410 -2.425 1.325 0.49
H -2.102 -2.290 1.826 0.45
H -1.141 -0.832 1.564 0.20
```

Its multiplicity is 1. As for the max |F|: 1.8 eV Å⁻¹. As for the structure (SMILES): C=CCn1c(C)cc(C(=O)CSc2nnc(-c3cccc(S(=O)(=O)N(CC)CC)c3)o2)c1C. The value obtained for the LUMO energy is 0.0062 hartree. The calculation puts the relative energy (zero: lowest compared OMol25 entry of this formula, charge and spin) at 2.901 eV.

---

Record 4
Computed, not measured: a structure of composition C23H28N5O3RuS2, with wB97M-V/def2-TZVPD.

Structure (XYZ):
```
62
Properties=species:S:1:pos:R:3:mulliken_charge:R:1
Ru 0.065 -0.356 -1.001 -0.43
C 4.183 0.786 -2.030 -1.75
C 2.826 0.768 -1.395 0.62
N 2.295 -0.355 -0.934 0.35
C 2.890 -1.655 -1.102 -0.76
C 2.040 -2.671 -0.337 -0.77
N 0.653 -2.628 -0.814 -0.12
C -0.314 -3.374 -0.010 -0.69
C -1.779 -2.894 -0.230 -0.83
N -1.866 -1.797 -1.194 0.08
C -3.095 -0.992 -1.162 -1.17
C -2.941 0.237 -0.262 -0.61
N -1.757 0.948 -0.668 0.26
C -1.537 2.190 -0.433 0.71
C -2.557 3.090 0.197 -1.89
C -0.197 2.675 -0.774 0.51
C 0.157 3.992 -0.980 -0.95
C 1.482 4.281 -1.352 -0.79
C 2.400 3.267 -1.510 -0.95
C 2.014 1.936 -1.290 0.41
N 0.722 1.701 -0.900 0.70
H 4.204 0.077 -2.860 0.33
H 4.953 0.488 -1.313 0.33
H 4.430 1.770 -2.420 0.42
H 3.910 -1.682 -0.703 0.43
H 2.934 -1.940 -2.165 0.35
H 2.032 -2.386 0.716 0.20
H 2.472 -3.673 -0.432 0.43
H 0.622 -2.920 -1.786 0.30
H -0.057 -3.201 1.034 0.25
H -0.239 -4.448 -0.206 0.48
H -2.167 -2.526 0.720 0.40
H -2.404 -3.737 -0.538 0.42
H -1.740 -2.150 -2.135 0.34
H -3.954 -1.583 -0.830 0.36
H -3.284 -0.647 -2.179 0.41
H -2.815 -0.083 0.780 0.21
H -3.847 0.845 -0.331 0.55
H -2.950 2.614 1.097 0.36
H -3.390 3.273 -0.485 0.40
H -2.116 4.043 0.474 0.47
H -0.575 4.784 -0.903 0.40
H 1.781 5.306 -1.518 0.42
H 3.419 3.509 -1.780 0.33
C 0.015 -0.390 0.979 0.25
C -0.057 -0.384 2.192 0.69
C -0.172 -0.338 3.616 -0.37
C -1.024 0.602 4.206 -0.36
C -1.162 0.657 5.582 -0.59
C -0.451 -0.220 6.390 -0.45
C 0.402 -1.150 5.814 -0.58
C 0.543 -1.213 4.438 -0.48
H -1.562 1.288 3.565 0.45
H -1.823 1.390 6.027 0.39
H -0.561 -0.178 7.466 0.39
H 0.963 -1.830 6.442 0.38
H 1.212 -1.933 3.985 0.41
O 0.192 -0.825 -6.070 -0.56
S -0.764 -0.199 -5.200 1.11
O -0.873 1.233 -5.269 -0.55
O -1.986 -0.935 -4.956 -0.59
S 0.209 -0.455 -3.259 -0.05
```

Its multiplicity is 6. As for the max |F|: 1.4 eV Å⁻¹. Its expectation value of S² is 8.80. The value obtained for the LUMO energy (spin up / spin down) is -0.0077 / -0.0675 hartree. The calculation puts the relative energy (zero: lowest compared OMol25 entry of this formula, charge and spin) at 0.000 eV.

---

Record 5
Computed, not measured: an isolated molecule of C23H28N6O3S, with wB97M-V/def2-TZVPD.

Structure (XYZ):
```
61
Properties=species:S:1:pos:R:3:mulliken_charge:R:1
C -2.316 -5.137 0.998 -0.96
C -2.608 -3.789 0.449 -0.08
S -4.231 -3.185 1.024 -0.24
C -3.942 -1.850 -0.131 0.24
N -4.899 -0.742 -0.030 -0.51
C -4.548 0.212 -0.633 0.28
N -3.281 0.458 -1.550 -0.11
C -3.001 1.839 -2.142 -0.81
C -2.868 3.006 -1.275 0.46
O -2.910 3.995 -1.971 -0.61
N -2.923 2.688 0.137 0.21
C -2.732 3.753 1.034 -1.20
C -1.681 3.495 2.039 -0.74
C -0.434 2.961 1.549 0.01
C -0.317 1.606 1.309 0.50
O -1.372 0.829 1.384 -0.83
N 0.910 1.171 0.754 0.44
C 2.237 1.763 0.909 -1.02
C 2.778 1.762 -0.526 -1.26
N 2.863 0.170 -0.702 0.07
C 4.193 -0.399 -0.459 0.83
C 4.398 -1.790 -0.732 -1.38
C 5.682 -2.317 -0.516 -0.66
C 6.720 -1.270 -0.035 -0.44
C 6.297 -0.012 -0.017 -0.24
N 5.123 0.589 -0.161 -0.39
C 1.585 -0.398 -0.657 0.48
C 0.934 -0.325 0.881 -0.73
C -2.342 -0.554 -1.458 0.44
O -1.182 -0.483 -1.945 -0.77
C -2.666 -1.752 -0.623 1.14
C -1.880 -2.856 -0.377 -0.05
C -0.592 -3.380 -0.806 -2.86
H -1.402 -4.997 1.491 0.34
H -2.990 -5.573 1.845 0.34
H -2.153 -5.872 -0.027 0.18
H -4.947 1.234 -1.020 0.30
H -2.059 1.585 -2.715 0.37
H -3.643 1.621 -3.078 0.36
H -2.626 1.636 0.448 0.21
H -2.261 4.715 0.363 0.27
H -3.653 4.134 1.298 0.57
H -1.727 4.277 2.909 0.35
H -2.378 2.622 2.688 0.20
H 0.204 3.231 2.608 0.26
H -0.060 3.667 0.680 0.21
H 2.018 2.605 1.154 1.09
H 2.998 1.165 1.673 0.16
H 3.857 2.047 -0.563 0.37
H 2.127 1.911 -1.183 0.82
H 3.714 -2.198 -1.057 1.09
H 5.961 -3.228 -0.820 0.54
H 7.692 -1.625 0.409 0.31
H 7.027 0.798 0.460 0.20
H 1.935 -1.654 -0.823 -0.31
H 0.903 -0.051 -1.563 -0.14
H -0.009 -0.907 0.690 0.13
H 1.674 -1.017 1.413 0.23
H -0.740 -4.153 -1.263 1.39
H -0.398 -2.589 -1.661 0.13
H -0.056 -3.441 -0.073 0.78
```

Its multiplicity is 1. As for the max |F|: 17.1 eV Å⁻¹. As for the structure (SMILES): Cc1sc2ncn(CC(=O)NCCCC(=O)N3CCN(c4ccccn4)CC3)c(=O)c2c1C. The value obtained for the LUMO energy is 0.0142 hartree. The calculation puts the relative energy (zero: lowest compared OMol25 entry of this formula, charge and spin) at 18.295 eV.

---

Record 6
Computed, not measured: a cluster of 4 separate species, C23H29BFN5O7S3 in total, with wB97M-V/def2-TZVPD.

Structure (XYZ):
```
69
Properties=species:S:1:pos:R:3:mulliken_charge:R:1
C 0.932 4.808 0.833 -0.74
O 1.368 3.413 0.964 -0.18
B 1.213 2.710 -0.308 0.28
O 2.161 3.045 -1.351 -0.52
C -0.014 1.662 -0.452 0.57
C 0.097 0.214 -0.981 0.06
C 1.498 -0.393 -1.448 -0.53
C 1.416 -1.202 -2.860 -0.58
C 2.317 -0.552 -4.020 -0.94
C 2.119 1.029 -4.223 -0.15
S 0.434 1.543 -4.789 1.10
O -0.687 1.000 -3.942 -0.53
O 0.391 3.060 -4.653 -0.65
O 0.175 1.244 -6.440 -0.49
C -1.183 -0.722 -1.040 -0.61
C -2.578 -0.240 -0.595 -0.16
S -3.977 -1.449 -0.698 1.25
O -4.375 -1.803 0.728 -0.59
O -3.446 -2.726 -1.319 -0.62
F -5.313 -0.863 -1.519 -0.23
C -2.792 1.225 -0.080 0.49
N -4.012 1.874 0.339 -0.58
S -3.572 3.478 0.756 0.16
N -1.899 3.418 0.471 -0.36
C -1.475 2.136 -0.022 0.22
H -0.013 4.927 1.488 0.21
H 1.702 5.558 1.250 0.23
H 0.722 5.044 -0.265 0.31
H 1.788 3.738 -1.947 0.32
H 1.780 -1.193 -0.656 0.30
H 2.366 0.354 -1.450 0.20
H 1.844 -2.263 -2.674 0.37
H 0.324 -1.386 -3.195 0.43
H 2.128 -1.170 -4.978 0.33
H 3.421 -0.715 -3.714 0.31
H 2.490 1.606 -3.289 0.05
H 2.851 1.342 -5.066 0.44
H -0.540 0.574 -6.553 0.37
H -1.113 -1.803 -1.437 0.42
C 4.525 1.039 3.540 -0.78
C 3.784 0.859 4.734 -0.42
C 2.679 1.672 4.654 -0.63
N 2.730 2.338 3.459 0.13
C 3.848 1.955 2.772 -0.45
H 5.451 0.551 3.271 0.70
H 4.030 0.207 5.559 0.40
H 1.864 1.835 5.344 0.39
H 2.049 3.007 3.134 0.20
H 4.067 2.366 1.798 0.46
C -9.440 -2.982 1.806 -0.54
C -9.311 -2.458 3.115 -0.40
C -8.005 -2.061 3.270 -0.51
N -7.340 -2.330 2.104 0.10
C -8.208 -2.886 1.204 -0.30
H -10.335 -3.383 1.353 0.37
H -10.088 -2.379 3.862 0.38
H -7.492 -1.612 4.108 0.35
H -6.362 -2.146 1.933 0.24
H -7.876 -3.167 0.216 0.36
C 5.260 -4.273 0.869 -0.56
C 5.278 -3.499 -0.317 -0.50
C 5.038 -2.195 0.042 -0.48
N 4.870 -2.155 1.401 0.10
C 5.009 -3.416 1.913 -0.41
H 5.414 -5.339 0.950 0.38
H 5.449 -3.856 -1.323 0.40
H 4.971 -1.294 -0.550 0.45
H 4.676 -1.324 1.940 0.24
H 4.917 -3.595 2.974 0.38
```

Its multiplicity is 1. As for the max |F|: 7.0 eV Å⁻¹. As for the structure (SMILES): COB(O)c1c(CCCCS(=O)(=O)O)cc(S(=O)(=O)F)c2nsnc12.c1cc[nH]c1.c1cc[nH]c1.c1cc[nH]c1. The value obtained for the LUMO energy is -0.0842 hartree.